# 1
Density functional theory data (the ωB97M-V functional and the def2-TZVPD basis) for a structure of composition C2BrCl3O in a non-equilibrium geometry.

The total energy comes out at -111726.1377 eV. As for the net charge: 0. As for the highest occupied orbital energy (alpha / beta): -0.2633 / -0.3985 Ha. For the strongest force on any atom, the calculation gives 8.76 eV/A. The spin multiplicity is 3.

Atoms and positions in Å:
C 0.507 -0.652 -0.502
C -0.148 0.508 0.321
O 1.667 -0.828 -0.597
Cl 0.852 0.465 1.895
Cl -0.126 2.083 -0.421
Cl -1.838 0.070 0.790
Br -0.913 -1.646 -1.486



# 2
Density functional theory data (the ωB97M-V functional and the def2-TZVPD basis) for a cluster of 10 separate species, C16H50BF4O9 in total in a non-equilibrium geometry.

The total energy comes out at -47381.7761 eV. As for the net charge: -1. As for the highest occupied orbital energy: -0.2818 Ha. For the strongest force on any atom, the calculation gives 2.49 eV/A. The spin multiplicity is 1.

Atoms and positions in Å:
B -0.371 0.471 0.317
F -0.311 -0.618 1.127
F -1.610 1.061 0.367
F 0.536 1.442 0.723
F -0.105 0.076 -0.954
C -2.832 1.401 4.401
O -2.429 2.515 3.622
H -3.885 1.195 4.207
H -2.312 0.491 4.103
H -2.743 1.629 5.463
H -2.162 2.215 2.750
C 0.252 5.489 -0.957
O 0.726 6.867 -1.054
H -0.214 5.154 -1.884
H 1.050 4.825 -0.623
H -0.512 5.457 -0.181
H 1.486 6.869 -0.468
C 0.894 -4.118 -3.404
C 0.343 -4.401 -1.966
O -0.798 -3.618 -1.804
H 0.780 -3.084 -3.730
H 0.512 -4.745 -4.209
H 1.952 -4.355 -3.519
H 1.170 -4.157 -1.299
H 0.051 -5.448 -1.881
H -0.507 -2.704 -1.774
C 1.860 4.719 4.604
C 2.464 3.442 5.159
O 1.438 2.555 5.506
H 1.178 4.601 3.762
H 2.670 5.390 4.319
H 1.206 5.231 5.310
H 3.070 3.705 6.026
H 3.007 2.858 4.416
H 0.742 2.749 4.873
C 3.592 0.620 -4.396
C 5.121 0.529 -4.780
O 5.341 -0.699 -5.444
H 3.377 -0.157 -3.662
H 3.073 0.466 -5.342
H 3.319 1.582 -3.961
H 5.644 0.491 -3.824
H 5.493 1.376 -5.356
H 5.438 -1.362 -4.756
C 4.839 -0.627 2.263
C 5.190 0.143 0.968
O 4.458 1.322 0.870
H 3.761 -0.788 2.299
H 5.175 -0.070 3.138
H 5.338 -1.591 2.164
H 4.968 -0.485 0.105
H 6.241 0.429 0.927
H 3.520 1.118 0.885
C -2.463 2.030 -5.129
C -3.531 1.845 -4.042
O -3.323 2.733 -2.956
H -2.378 3.104 -5.295
H -2.659 1.471 -6.043
H -1.479 1.742 -4.759
H -3.367 0.889 -3.545
H -4.535 1.908 -4.463
H -2.680 2.276 -2.409
C 0.141 -5.461 3.618
C -1.209 -5.402 2.982
O -1.770 -4.122 3.220
H 0.912 -4.799 3.224
H 0.637 -6.431 3.599
H 0.046 -5.258 4.685
H -1.862 -6.169 3.398
H -1.076 -5.581 1.915
H -1.338 -3.540 2.590
C -5.900 -1.792 0.140
C -7.082 -1.940 -0.710
O -7.216 -3.297 -1.118
H -5.871 -0.754 0.472
H -4.914 -1.996 -0.276
H -5.984 -2.446 1.008
H -7.022 -1.291 -1.584
H -8.002 -1.676 -0.189
H -6.552 -3.498 -1.781



# 3
Density functional theory data (the ωB97M-V functional and the def2-TZVPD basis) for a structure of composition C18H19N3O3S4SiV.

The total energy comes out at -106499.2958 eV. As for the net charge: 0. The energy above the lowest of the compared OMol25 structures with the same formula, charge and spin comes out at 4.01 kcal/mol. As for the highest occupied orbital energy (alpha / beta): -0.2832 / -0.2837 Ha. For the strongest force on any atom, the calculation gives 0.42 eV/A. The spin multiplicity is 2.

Atoms and positions in Å:
V 1.042 -0.158 0.515
O 2.270 3.425 -0.948
C 2.079 2.263 -0.638
N 1.100 1.773 0.172
C 0.115 2.749 0.600
C -1.170 2.676 -0.194
C -2.367 3.096 0.379
C -3.516 3.096 -0.391
C -3.438 2.665 -1.706
C -2.203 2.250 -2.184
N -1.091 2.252 -1.454
C 2.999 1.193 -1.164
C 4.080 1.508 -1.960
C 4.863 0.472 -2.439
C 4.534 -0.836 -2.102
C 3.449 -1.060 -1.277
N 2.704 -0.053 -0.809
H -0.105 2.630 1.662
H 0.542 3.746 0.461
H -2.387 3.415 1.413
H -4.460 3.419 0.028
H -4.308 2.643 -2.347
H -2.098 1.900 -3.205
H 4.264 2.547 -2.189
H 5.719 0.677 -3.069
H 5.114 -1.674 -2.462
H 3.162 -2.056 -0.969
O 0.317 -3.836 6.169
C 0.526 -3.129 5.226
S 1.764 -3.465 3.995
C 1.454 -2.043 3.029
C 0.484 -1.213 3.438
S 0.109 0.252 2.578
S -0.382 -1.635 4.897
S 2.379 -1.724 1.594
C -1.312 -3.202 0.808
Si -1.628 -1.775 -0.339
C -2.956 -0.650 0.298
C -1.956 -2.291 -2.094
O -0.174 -0.908 -0.395
H -2.161 -3.886 0.861
H -1.115 -2.830 1.817
H -0.438 -3.771 0.481
H -3.896 -1.204 0.372
H -3.114 0.199 -0.370
H -2.704 -0.270 1.289
H -2.907 -2.823 -2.169
H -1.170 -2.945 -2.475
H -2.012 -1.409 -2.736



# 4
Density functional theory data (the ωB97M-V functional and the def2-TZVPD basis) for a structure of composition C3H6N2O2 in a non-equilibrium geometry.

The total energy comes out at -10276.8600 eV. As for the net charge: 0. The energy above the lowest of the compared OMol25 structures with the same formula, charge and spin comes out at 183.04 kcal/mol. As for the highest occupied orbital energy (alpha / beta): -0.2817 / -0.2820 Ha. For the strongest force on any atom, the calculation gives 2.85 eV/A. The spin multiplicity is 1.

Atoms and positions in Å:
C 0.184 -0.293 -0.109
C -0.858 0.554 0.309
N 0.598 -0.306 -1.452
C -1.565 1.433 0.934
O 2.325 -0.770 0.400
O -1.238 -1.406 -0.042
N 1.055 -0.408 0.914
H 2.876 -0.755 1.191
H -1.303 -1.752 -0.947
H 0.069 0.295 -2.064
H 1.600 -0.210 -1.543
H -1.102 2.299 1.398
H -2.641 1.319 1.013



# 5
Density functional theory data (the ωB97M-V functional and the def2-TZVPD basis) for the molecule C4H8N4 in a non-equilibrium geometry.

The total energy comes out at -10233.1076 eV. As for the net charge: 0. The energy above the lowest of the compared OMol25 structures with the same formula, charge and spin comes out at 118.41 kcal/mol. As for the highest occupied orbital energy: -0.2663 Ha. For the strongest force on any atom, the calculation gives 3.85 eV/A. The spin multiplicity is 1. Its structure (SMILES) is NN1C=CC=CN1N.

Atoms and positions in Å:
N 0.779 -0.726 -1.824
N -0.258 -0.692 -0.796
C -0.124 -1.693 0.273
C -0.031 -1.359 1.538
C 0.066 -0.016 1.920
C -0.098 1.009 1.077
N -0.656 0.744 -0.120
N -0.684 1.743 -1.063
H 0.387 -0.212 -2.622
H 1.461 -0.064 -1.638
H -0.037 -2.705 -0.206
H 0.050 -2.037 2.305
H 0.415 0.240 2.937
H 0.097 2.025 1.577
H 0.135 1.868 -1.649
H -1.503 1.875 -1.709



# 6
Density functional theory data (the ωB97M-V functional and the def2-TZVPD basis) for a structure of composition C38H38Cl3CoF6N2O9P2S2.

The total energy comes out at -193183.3000 eV. As for the net charge: -1. The energy above the lowest of the compared OMol25 structures with the same formula, charge and spin comes out at 0.00 kcal/mol. As for the highest occupied orbital energy (alpha / beta): -0.2013 / -0.1992 Ha. For the strongest force on any atom, the calculation gives 0.48 eV/A. The spin multiplicity is 2.

Atoms and positions in Å:
Co 1.069 -0.525 0.103
C -2.118 -5.103 -1.789
C -2.971 -4.472 -0.895
C -2.477 -3.509 -0.022
C -1.130 -3.165 -0.052
C -0.278 -3.795 -0.961
C -0.769 -4.766 -1.817
P -0.365 -1.930 1.046
C -1.750 -1.280 2.052
C -1.996 -1.727 3.347
C -3.014 -1.167 4.108
C -3.792 -0.144 3.591
C -3.539 0.323 2.308
C -2.523 -0.236 1.550
C 0.634 -2.934 2.162
C 0.244 -4.028 2.891
C 1.186 -4.686 3.705
C 2.484 -4.246 3.752
C 2.920 -3.149 2.973
C 4.266 -2.714 2.941
C 4.616 -1.695 2.099
C 3.661 -1.068 1.268
C 2.333 -1.409 1.287
C 1.972 -2.480 2.158
H -2.503 -5.854 -2.467
H -4.022 -4.732 -0.872
H -3.143 -3.019 0.678
H 0.772 -3.516 -0.993
H -0.100 -5.255 -2.512
H -1.374 -2.495 3.785
H -3.181 -1.521 5.118
H -4.573 0.305 4.192
H -4.113 1.147 1.903
H -2.304 0.185 0.580
H -0.776 -4.392 2.844
H 0.880 -5.542 4.293
H 3.207 -4.755 4.379
H 4.999 -3.201 3.572
H 5.644 -1.356 2.052
H 4.011 -0.280 0.618
F -0.496 0.828 5.045
C 0.784 1.003 4.692
F 1.365 1.789 5.599
F 1.388 -0.182 4.695
S 0.826 1.758 3.011
O 0.266 0.715 2.178
O 0.083 2.980 3.101
N 2.379 1.925 2.895
S 3.079 2.227 1.526
O 4.478 1.952 1.615
O 2.327 1.765 0.383
C 3.021 4.069 1.377
F 1.777 4.504 1.212
F 3.532 4.645 2.466
F 3.747 4.448 0.319
C -0.241 -2.289 -4.829
C 0.476 -1.657 -3.658
O -0.516 -1.179 -2.745
P -0.434 0.093 -1.757
O 0.093 1.260 -2.721
C -0.731 2.142 -3.488
C 0.184 3.025 -4.304
O -2.030 0.360 -1.692
C -3.070 -0.542 -2.089
C -3.694 -0.093 -3.391
H 0.488 -2.699 -5.531
H -0.850 -1.549 -5.353
H -0.892 -3.095 -4.489
H 1.092 -0.819 -3.985
H 1.117 -2.372 -3.144
H -1.353 2.722 -2.803
H -1.383 1.557 -4.141
H 0.848 3.593 -3.654
H -0.408 3.728 -4.894
H 0.794 2.427 -4.981
H -3.804 -0.533 -1.280
H -2.674 -1.553 -2.179
H -4.042 0.938 -3.318
H -4.545 -0.731 -3.638
H -2.970 -0.162 -4.203
N -0.764 2.872 -0.182
C -1.118 4.209 -0.041
C -0.645 5.174 -0.933
C -1.060 6.491 -0.834
C -1.956 6.880 0.154
C -2.424 5.924 1.046
C -2.015 4.605 0.953
H 0.150 2.716 -0.590
H -0.855 2.319 0.662
H 0.073 4.885 -1.691
H -0.670 7.223 -1.531
H -2.274 7.911 0.234
H -3.109 6.209 1.836
H -2.361 3.871 1.671
Cl 3.308 0.822 -3.876
C 4.215 -0.260 -2.801
Cl 5.345 -1.205 -3.781
Cl 5.124 0.729 -1.642
C 3.222 -1.210 -2.001
O 3.498 -2.390 -1.942
O 2.225 -0.590 -1.534



# 7
Density functional theory data (the ωB97M-V functional and the def2-TZVPD basis) for a cluster of 17 separate species, C18H70O17 in total in a non-equilibrium geometry.

The total energy comes out at -54604.5256 eV. As for the net charge: 0. The energy above the lowest of the compared OMol25 structures with the same formula, charge and spin comes out at 146.63 kcal/mol. As for the highest occupied orbital energy: -0.3637 Ha. For the strongest force on any atom, the calculation gives 2.69 eV/A. The spin multiplicity is 1.

Atoms and positions in Å:
C 11.733 -2.972 2.414
C 10.519 -2.285 1.815
O 10.729 -1.992 0.445
H 11.741 -2.749 3.481
H 12.711 -2.634 2.075
H 11.719 -4.057 2.306
H 10.304 -1.373 2.372
H 9.604 -2.864 1.946
H 10.592 -2.851 0.038
C 2.649 4.763 8.343
C 1.596 4.723 7.225
O 0.352 4.381 7.853
H 2.890 3.743 8.642
H 2.473 5.302 9.274
H 3.614 5.079 7.947
H 1.897 4.024 6.444
H 1.353 5.649 6.705
H -0.388 4.584 7.277
C 6.284 1.385 5.127
C 7.628 1.949 4.692
O 8.668 1.481 5.539
H 5.546 1.880 4.496
H 5.985 1.664 6.138
H 6.140 0.314 4.988
H 7.580 3.036 4.748
H 7.740 1.542 3.687
H 9.512 1.892 5.336
C -0.938 3.151 2.635
C 0.102 2.140 2.286
O 0.951 2.680 1.299
H -1.661 2.587 3.224
H -1.476 3.581 1.790
H -0.501 3.903 3.292
H -0.361 1.284 1.794
H 0.714 1.777 3.112
H 1.458 3.362 1.746
C 8.723 3.041 10.838
C 9.750 2.057 11.426
O 10.917 2.826 11.675
H 8.580 4.009 11.318
H 7.779 2.499 10.794
H 8.885 3.274 9.785
H 10.015 1.265 10.725
H 9.229 1.656 12.295
H 11.458 2.278 12.248
C 2.355 7.817 2.598
C 3.777 7.315 2.817
O 3.869 5.966 2.438
H 2.346 8.889 2.797
H 1.610 7.333 3.230
H 1.999 7.688 1.576
H 4.002 7.194 3.877
H 4.576 7.916 2.382
H 4.731 5.872 2.027
C 11.676 6.380 2.731
C 10.844 7.409 3.460
O 9.596 6.782 3.536
H 11.284 6.275 1.720
H 11.604 5.385 3.170
H 12.689 6.781 2.693
H 10.735 8.346 2.914
H 11.249 7.712 4.426
H 9.261 6.592 2.656
C 1.352 -0.499 8.602
C 0.342 -0.383 9.761
O 0.375 0.936 10.183
H 1.540 -1.552 8.392
H 2.306 -0.081 8.925
H 0.938 0.019 7.737
H 0.712 -1.019 10.565
H -0.621 -0.792 9.454
H 0.138 1.532 9.468
C 13.982 -3.182 8.697
C 13.977 -1.614 8.614
O 13.145 -1.209 7.548
H 14.544 -3.548 9.556
H 14.397 -3.668 7.814
H 12.978 -3.581 8.840
H 15.014 -1.283 8.568
H 13.437 -1.253 9.489
H 12.354 -1.748 7.618
O 5.913 -3.950 5.594
H 5.483 -4.753 5.889
H 5.533 -3.778 4.732
O 8.267 6.994 7.814
H 8.258 6.949 6.858
H 9.174 6.806 8.055
O 9.048 -2.201 6.860
H 8.844 -1.345 6.485
H 8.283 -2.741 6.656
O 8.452 1.519 -1.002
H 9.087 0.961 -0.552
H 8.610 1.360 -1.932
O 7.521 5.242 0.311
H 7.766 4.378 -0.021
H 7.814 5.851 -0.368
O 4.352 -3.114 2.251
H 4.497 -3.724 1.528
H 4.274 -2.258 1.831
O 14.098 2.911 7.379
H 14.878 2.891 6.824
H 13.852 1.992 7.481
O 4.327 0.295 0.270
H 3.620 0.940 0.239
H 5.114 0.790 0.044



# 8
Density functional theory data (the ωB97M-V functional and the def2-TZVPD basis) for a cluster of 3 separate species, CH7NO4 in total in a non-equilibrium geometry.

The total energy comes out at -10829.9935 eV. As for the net charge: 0. The energy above the lowest of the compared OMol25 structures with the same formula, charge and spin comes out at 43.55 kcal/mol. As for the highest occupied orbital energy: -0.3655 Ha. For the strongest force on any atom, the calculation gives 7.31 eV/A. The spin multiplicity is 1. Its structure (SMILES) is NC(=O)O.O.O.

Atoms and positions in Å:
N 0.900 0.326 1.209
C -0.457 0.237 1.471
O -1.131 1.134 1.859
O -0.959 -0.960 1.442
H 1.438 1.323 1.298
H 1.229 -0.158 0.353
H -0.107 -1.579 1.139
O 0.388 -1.607 -1.136
H 0.051 -1.169 -1.907
H 1.180 -2.207 -1.092
O -0.896 1.310 -1.770
H -1.632 1.617 -1.380
H -0.003 1.734 -1.487



# 9
Density functional theory data (the ωB97M-V functional and the def2-TZVPD basis) for a structure of composition C6H7CsMgO6 in a non-equilibrium geometry.

The total energy comes out at -24598.8785 eV. As for the net charge: +1. The energy above the lowest of the compared OMol25 structures with the same formula, charge and spin comes out at 19.94 kcal/mol. As for the highest occupied orbital energy (alpha / beta): -0.3244 / -0.3280 Ha. For the strongest force on any atom, the calculation gives 4.00 eV/A. The spin multiplicity is 2.

Atoms and positions in Å:
Mg 6.401 2.024 -1.047
O 4.709 0.798 -1.114
O 5.330 -1.505 -1.283
C 6.687 -1.717 -1.681
C 7.466 -1.075 -0.544
O 6.585 -0.013 -0.138
C 5.269 -0.332 -0.587
H 6.854 -2.795 -1.774
H 6.877 -1.221 -2.644
H 8.421 -0.637 -0.854
H 7.617 -1.757 0.302
Cs -5.483 -0.191 -1.779
O -0.059 0.928 -1.152
O 1.844 0.456 -0.085
C 2.725 -0.465 0.302
C 4.139 -0.102 0.344
O 0.184 -1.112 -0.322
C 0.579 0.026 -0.600
H 2.297 -1.013 1.157
H 4.302 0.674 1.105
H 3.656 -1.497 0.415



# 10
Density functional theory data (the ωB97M-V functional and the def2-TZVPD basis) for a structure of composition C25H25Cl2N6O3Ru.

The total energy comes out at -69041.0449 eV. As for the net charge: 0. The energy above the lowest of the compared OMol25 structures with the same formula, charge and spin comes out at 16.27 kcal/mol. As for the highest occupied orbital energy (alpha / beta): -0.2705 / -0.2723 Ha. For the strongest force on any atom, the calculation gives 0.95 eV/A. The spin multiplicity is 2.

Atoms and positions in Å:
Ru 0.969 0.149 0.191
Cl 3.938 -2.064 -5.542
C 3.631 -1.708 -3.874
C 2.548 -0.893 -3.564
C 2.278 -0.599 -2.241
N 1.246 0.246 -1.767
C 0.656 1.214 -2.494
O 0.618 1.374 -3.702
C 0.058 2.293 -1.585
C -0.524 3.417 -2.134
C -0.963 4.420 -1.283
C -0.806 4.263 0.085
C -0.213 3.105 0.557
N 0.207 2.138 -0.258
C 3.101 -1.108 -1.214
C 4.176 -1.922 -1.533
C 4.436 -2.217 -2.867
Cl 5.790 -3.237 -3.227
N 2.727 -0.717 0.095
C 3.304 -1.135 1.237
O 4.313 -1.807 1.381
C 2.524 -0.683 2.457
C 2.894 -1.128 3.712
C 2.135 -0.742 4.802
C 1.045 0.090 4.603
C 0.752 0.505 3.317
N 1.477 0.132 2.260
H 1.927 -0.494 -4.350
H -0.602 3.476 -3.211
H -1.417 5.318 -1.683
H -1.126 5.024 0.783
H -0.059 2.943 1.616
H 4.812 -2.312 -0.755
H 3.758 -1.772 3.789
H 2.384 -1.091 5.796
H 0.419 0.411 5.424
H -0.091 1.154 3.119
C -2.749 1.073 -0.881
C -4.276 0.884 -0.658
N -4.522 -0.267 0.210
C -3.871 -0.029 1.500
C -2.346 0.192 1.300
N -2.000 0.070 -0.120
C -2.393 -1.266 -0.584
C -3.925 -1.455 -0.406
H -2.428 2.065 -0.557
H -2.485 0.962 -1.935
H -4.795 0.718 -1.603
H -4.719 1.765 -0.188
H -4.063 -0.890 2.142
H -4.342 0.841 1.963
H -1.754 -0.546 1.844
H -2.050 1.190 1.638
H -1.821 -1.987 -0.008
H -2.093 -1.359 -1.630
H -4.143 -2.314 0.231
H -4.420 -1.621 -1.365
C 0.590 -2.848 0.214
O 0.283 -1.564 0.692
H 1.551 -2.914 -0.301
H -0.177 -3.195 -0.492
H 0.624 -3.551 1.053